(1)
C40H56BFN7OS3SbSe4Ti as an isolated structure, computed with ωB97M-V/def2-TZVPD.

* spin multiplicity: 3
* largest force on an atom: 0.847 eV/Å
* LUMO level (alpha / beta): 0.1387 / 0.1047 Eh
* net charge: -2
* energy relative to the best compared isomer or geometry (same formula, charge and spin): 1.060 eV

Geometry (Å):
Ti 0.130 0.370 0.010
C -4.027 -2.227 0.029
C -4.102 -0.725 0.046
C -5.155 -0.074 0.746
C -4.917 1.257 1.116
N -3.949 2.002 0.643
N -3.247 1.453 -0.444
B -2.511 2.320 -1.237
N -2.055 1.979 -2.602
N -3.062 1.613 -3.466
C -2.724 1.294 -4.686
C -1.397 1.295 -5.152
C -0.361 1.532 -4.215
C 1.078 1.364 -4.611
C -0.722 1.850 -2.937
S 0.452 2.101 -1.655
C -3.875 0.883 -5.602
C -3.905 1.807 -6.826
C -5.219 0.972 -4.880
C -3.656 -0.565 -6.058
N -2.185 3.704 -0.749
N -2.343 4.651 -1.697
C -2.085 5.884 -1.414
C -1.664 6.274 -0.109
C -1.457 5.332 0.841
C -0.972 5.678 2.211
C -1.663 3.946 0.490
S -1.238 2.723 1.543
C -2.243 6.905 -2.531
C -0.892 7.592 -2.768
C -3.287 7.951 -2.119
C -2.693 6.229 -3.825
C -3.116 0.031 -0.504
S -1.657 -0.640 -1.211
C -5.788 1.946 2.172
C -7.225 2.022 1.640
C -5.774 1.146 3.477
C -5.293 3.362 2.467
H -4.887 -2.655 0.547
H -3.112 -2.570 0.518
H -4.002 -2.614 -0.993
H -5.955 -0.652 1.189
H -1.159 1.025 -6.172
H 1.147 1.068 -5.660
H 1.563 0.602 -3.998
H 1.645 2.286 -4.470
H -4.054 2.844 -6.516
H -4.726 1.525 -7.492
H -2.973 1.756 -7.391
H -5.417 1.989 -4.542
H -5.233 0.335 -3.997
H -6.016 0.661 -5.562
H -2.723 -0.673 -6.614
H -4.480 -0.888 -6.701
H -3.610 -1.229 -5.193
H -1.489 7.319 0.116
H -0.873 6.758 2.320
H -0.012 5.197 2.404
H -1.662 5.293 2.965
H -0.537 8.107 -1.873
H -0.982 8.331 -3.569
H -0.137 6.859 -3.057
H -2.995 8.477 -1.208
H -4.254 7.477 -1.942
H -3.407 8.694 -2.912
H -1.978 5.470 -4.142
H -2.787 6.982 -4.612
H -3.652 5.728 -3.696
H -7.631 1.027 1.453
H -7.253 2.576 0.700
H -7.870 2.531 2.364
H -6.100 0.117 3.321
H -6.433 1.613 4.217
H -4.765 1.120 3.890
H -5.326 3.983 1.572
H -4.257 3.348 2.810
H -5.925 3.813 3.240
O -0.707 -0.590 1.610
C -0.844 -0.537 2.855
C -1.478 -1.718 3.531
C -2.918 -1.402 3.958
C -3.003 -0.613 5.263
C -2.316 0.753 5.251
C -0.817 0.701 4.974
N -0.522 0.521 3.561
H -0.868 -2.016 4.389
H -1.457 -2.524 2.799
H -3.450 -2.347 4.091
H -3.428 -0.871 3.145
H -2.556 -1.217 6.062
H -4.056 -0.477 5.526
H -2.465 1.225 6.226
H -2.775 1.406 4.503
H -0.314 -0.080 5.552
H -0.350 1.641 5.258
H -0.017 1.249 3.063
F 0.446 -5.751 2.504
C 0.648 -4.671 1.693
C -0.072 -4.581 0.518
C 0.130 -3.478 -0.301
C 1.044 -2.475 0.035
C 1.198 -1.264 -0.819
C 1.750 -2.618 1.230
C 1.555 -3.705 2.070
H -0.783 -5.354 0.260
H -0.452 -3.379 -1.208
H 0.822 -1.436 -1.830
H 2.233 -0.924 -0.872
H 2.432 -1.839 1.550
H 2.085 -3.770 3.012
Se 2.642 -1.171 4.535
Sb 3.599 0.642 3.263
Se 2.064 1.259 1.256
Se 2.580 2.887 4.312
Se 4.083 3.293 5.942


(2)
C40H56Cl2N8O5PRbSSi as an isolated structure, computed with ωB97M-V/def2-TZVPD.

* largest force on an atom: 0.493 eV/Å
* LUMO level: 0.1278 Eh
* net charge: -2
* energy relative to the best compared isomer or geometry (same formula, charge and spin): 4.422 eV

Geometry (Å):
Rb -0.112 0.332 0.441
Cl 2.186 6.699 -3.521
C 1.823 5.004 -3.291
C 1.808 4.487 -2.007
C 1.527 3.143 -1.742
N 1.643 2.629 -0.463
C 0.947 3.125 0.530
O 1.077 2.783 1.731
C -0.275 3.997 0.285
C -0.453 5.216 0.936
C -1.662 5.867 0.800
C -2.668 5.268 0.052
C -2.402 4.048 -0.543
N -1.225 3.431 -0.454
C 1.242 2.294 -2.839
C 1.289 2.830 -4.125
C 1.570 4.165 -4.362
Cl 1.594 4.751 -6.009
N 0.785 0.987 -2.651
C 1.368 0.024 -3.301
O 2.466 0.006 -3.943
C 0.554 -1.252 -3.407
C 0.460 -1.817 -4.686
C -0.333 -2.926 -4.885
C -0.981 -3.479 -3.786
C -0.801 -2.874 -2.555
N -0.069 -1.776 -2.355
H 2.048 5.137 -1.175
H 0.345 5.610 1.552
H -1.834 6.820 1.289
H -3.643 5.727 -0.050
H -3.166 3.529 -1.113
H 1.082 2.178 -4.963
H 1.013 -1.351 -5.490
H -0.441 -3.362 -5.872
H -1.608 -4.358 -3.874
H -1.274 -3.298 -1.677
C 3.932 -0.482 2.804
S 2.572 -1.210 1.871
O 1.334 -0.844 2.603
C 2.915 -2.915 2.354
C 2.005 -3.520 3.204
C 2.198 -4.846 3.571
C 3.283 -5.556 3.075
C 4.181 -4.939 2.208
C 3.998 -3.615 1.841
H 3.793 -0.742 3.852
H 3.849 0.594 2.652
H 4.880 -0.854 2.418
H 1.148 -2.942 3.533
H 1.495 -5.332 4.237
H 3.425 -6.593 3.354
H 5.015 -5.501 1.805
H 4.649 -3.140 1.119
C -3.843 -4.133 2.723
N -2.499 -4.508 2.286
C -1.649 -4.858 3.416
P -1.771 -3.602 1.071
O -1.191 -2.282 1.370
N -2.982 -3.479 -0.051
C -3.631 -4.625 -0.640
C -3.473 -2.186 -0.518
N -0.571 -4.667 0.606
C -0.754 -6.090 0.440
C 0.682 -4.177 0.049
H -4.285 -4.981 3.254
H -4.468 -3.895 1.866
H -3.842 -3.266 3.388
H -2.104 -5.688 3.966
H -1.519 -4.016 4.106
H -0.667 -5.168 3.062
H -3.310 -5.547 -0.157
H -3.418 -4.699 -1.714
H -4.719 -4.545 -0.524
H -3.051 -1.375 0.077
H -4.560 -2.142 -0.396
H -3.232 -2.028 -1.574
H -1.602 -6.439 1.027
H 0.142 -6.615 0.792
H -0.909 -6.371 -0.611
H 0.724 -3.092 0.083
H 0.786 -4.485 -0.997
H 1.529 -4.584 0.609
O 3.617 -2.455 -0.980
C 3.944 -2.938 -2.060
C 4.477 -4.360 -2.154
C 3.391 -5.326 -2.666
C 2.456 -4.704 -3.704
C 3.166 -4.063 -4.894
C 4.111 -2.897 -4.513
N 3.836 -2.284 -3.231
H 4.804 -4.651 -1.157
H 5.346 -4.386 -2.815
H 2.789 -5.657 -1.816
H 3.871 -6.218 -3.080
H 1.839 -3.944 -3.218
H 1.764 -5.466 -4.072
H 2.401 -3.696 -5.579
H 3.742 -4.823 -5.435
H 4.023 -2.098 -5.250
H 5.149 -3.240 -4.548
H 3.383 -1.353 -3.263
C -3.162 -0.351 3.880
Si -3.763 0.506 2.240
C -4.548 2.085 3.060
C -5.434 -0.500 2.042
H -3.957 -0.395 4.640
H -2.306 0.181 4.309
H -2.811 -1.366 3.676
H -5.212 1.823 3.898
H -5.133 2.656 2.330
H -3.768 2.754 3.440
H -6.025 -0.478 2.972
H -5.248 -1.553 1.800
H -6.055 -0.090 1.238